Entry from the OMol25 dataset: a structure of composition C33H36CoN5OSTe in a non-equilibrium geometry (ωB97M-V with the def2-TZVPD basis set).

The net charge is +1. For the HOMO-LUMO gap (spin up / spin down), the calculation gives 6.3 / 6.5 eV. For the total energy, the calculation gives -100052.448 eV. As for the multiplicity: 2. For the energy relative to the best compared isomer or geometry (same formula, charge and spin), the calculation gives 112.5 kJ/mol.

CARTESIAN COORDINATES (ANGSTROEM)
Co -0.0962 -0.2685 0.4722
C -1.3571 3.6887 -0.4800
C -1.1777 2.2252 -0.2794
N -0.0510 1.6410 -0.1425
N 1.1071 2.3690 -0.2556
C 2.1096 1.6801 0.2308
N 3.3324 2.2252 0.1291
S 2.0025 0.1426 1.0710
C -2.3503 1.2931 -0.2123
C -3.6274 1.6717 -0.5540
C -4.6467 0.7260 -0.4991
C -4.3543 -0.5608 -0.1005
C -3.0425 -0.8639 0.2339
N -2.0751 0.0426 0.1806
H -0.3927 4.1830 -0.4789
H -1.9784 4.0917 0.3235
H -1.8613 3.8993 -1.4271
H 3.4266 3.1570 -0.2386
H 4.1120 1.7863 0.5828
H -3.8245 2.6879 -0.8643
H -5.6598 1.0016 -0.7632
H -5.1184 -1.3240 -0.0420
H -2.7585 -1.8527 0.5740
C 2.8241 -4.9847 -7.5786
C 2.4561 -4.5764 -6.1742
C 3.1173 -5.1144 -5.0758
C 2.7988 -4.7578 -3.7706
C 3.5673 -5.3900 -2.6291
C 1.7750 -3.8147 -3.5894
Te 1.1574 -3.4870 -1.5659
N 0.0473 -2.1024 0.0442
C -0.3955 -2.5037 1.2235
O -0.5041 -1.5369 2.0559
C -0.7858 -3.8851 1.6293
C -1.3214 -4.8039 0.7314
C -1.6760 -6.0751 1.1636
C -1.4974 -6.4291 2.4944
C -0.9858 -5.5052 3.3992
C -0.6391 -4.2336 2.9700
C 2.9378 -2.5996 -0.9082
C 3.5618 -3.1431 0.2182
C 3.0070 -4.2820 1.0506
C 4.7762 -2.5885 0.6215
C 5.3572 -1.5233 -0.0432
C 6.6888 -0.9648 0.3898
C 4.6777 -0.9716 -1.1286
C 3.4690 -1.4784 -1.5740
C 2.7684 -0.7812 -2.7155
C 1.0724 -3.2655 -4.6633
C -0.0589 -2.2701 -4.5125
C 1.4409 -3.6552 -5.9486
H 3.5631 -5.7848 -7.5805
H 3.2396 -4.1395 -8.1306
H 1.9453 -5.3299 -8.1248
H 3.9076 -5.8415 -5.2361
H 4.3131 -6.0836 -3.0131
H 2.9112 -5.9542 -1.9600
H 4.0853 -4.6375 -2.0315
H -1.5056 -4.5185 -0.2960
H -2.0995 -6.7846 0.4626
H -1.7713 -7.4215 2.8300
H -0.8634 -5.7744 4.4413
H -0.2477 -3.4984 3.6638
H 2.1611 -4.7923 0.5953
H 2.6742 -3.9050 2.0210
H 3.7799 -5.0285 1.2384
H 5.2783 -3.0163 1.4852
H 7.0972 -1.5171 1.2352
H 6.6022 0.0847 0.6824
H 7.4093 -1.0122 -0.4285
H 5.1013 -0.1108 -1.6399
H 3.2436 0.1776 -2.9216
H 1.7191 -0.5842 -2.4763
H 2.8005 -1.3772 -3.6276
H -0.3624 -2.1342 -3.4748
H -0.9343 -2.5987 -5.0752
H 0.2302 -1.2910 -4.9009
H 0.9111 -3.2279 -6.7968

Atom charges from the Löwdin analysis, given in e for atoms 1 to 8: atom 1 (Co): 0.367, atom 2 (C): -0.007, atom 3 (C): -0.228, atom 4 (N): -0.059, atom 5 (N): 0.014, atom 6 (C): -0.786, atom 7 (N): 0.101, atom 8 (S): 0.795